(1)
Density functional theory data (ωB97M-V/def2-TZVPD) for 15 unconnected molecules or ions with the total composition C30H75N15O15.

Properties
ΔE to the lowest compared entry with this formula, charge and spin, kcal/mol: 26.5
HOMO level, eV: -9.04

Structure (ORCA input):
```
! wB97M-V def2-TZVPD RIJCOSX def2/J DEFGRID3
* xyz 0 1
O 11.7565 -3.6296 18.6295
C 12.0490 -3.7721 19.7964
N 13.1152 -4.4298 20.2881
C 11.0020 -3.3757 20.8171
H 13.3619 -4.5291 21.2763
H 13.8228 -4.8224 19.6432
H 10.2739 -2.7502 20.3363
H 11.3515 -2.9646 21.7107
H 10.4503 -4.3053 21.0586
O 12.6501 -1.2190 15.6439
C 12.1089 -2.2187 15.2056
N 11.6860 -3.2979 15.9074
C 11.6930 -2.2685 13.7282
H 11.9890 -3.4831 16.8285
H 11.4408 -4.1177 15.3656
H 11.5460 -3.2727 13.3477
H 12.4303 -1.7727 13.0892
H 10.7681 -1.6961 13.6715
O 14.2930 -5.8370 22.6962
C 14.5588 -6.6587 21.8235
N 15.5078 -6.3741 20.8297
C 13.9344 -7.9743 21.8751
H 16.2099 -5.6726 21.0245
H 15.9316 -7.0895 20.2681
H 14.6453 -8.7578 21.6287
H 13.2638 -8.0207 21.0056
H 13.4345 -8.1804 22.7940
O 16.3098 -9.2577 13.1232
C 15.9960 -8.8132 14.2132
N 16.1241 -7.4904 14.5721
C 15.4041 -9.7013 15.2444
H 16.5921 -6.9445 13.8412
H 16.2172 -7.1500 15.5504
H 15.3933 -10.7440 14.9387
H 14.4060 -9.2913 15.2552
H 15.7390 -9.6339 16.2691
O 17.4548 -3.7219 19.8450
C 18.4723 -3.1342 19.4617
N 18.5614 -1.8301 19.2136
C 19.7824 -3.8597 19.1915
H 17.7938 -1.1210 19.3773
H 19.4262 -1.4155 18.8330
H 20.4763 -3.3163 19.8350
H 19.9695 -3.6264 18.1313
H 19.7917 -4.8897 19.5627
O 14.3233 -6.8043 16.7709
C 13.5360 -7.4358 17.4507
N 13.7580 -8.5323 18.2619
C 12.0707 -6.9350 17.4644
H 14.6643 -8.9188 18.2190
H 12.9025 -8.9850 18.6166
H 11.8232 -6.4710 18.3527
H 11.4014 -7.7964 17.3184
H 11.8051 -6.2447 16.6088
O 16.6881 -3.1507 15.6017
C 15.6086 -3.6107 15.9363
N 14.6908 -4.1275 14.9539
C 15.1749 -3.5348 17.3856
H 14.7026 -4.1332 13.9563
H 13.8160 -4.1527 15.4190
H 15.1396 -4.5626 17.7636
H 14.1523 -3.1615 17.3224
H 15.8908 -2.8295 17.8398
O 16.1973 -0.1826 20.2578
C 15.6939 -0.7264 21.2860
N 15.5076 -2.0345 21.3997
C 15.3888 0.1701 22.5028
H 15.9351 -2.6635 20.7271
H 15.1983 -2.4782 22.2437
H 14.3270 0.5187 22.5731
H 16.1276 0.9201 22.2778
H 15.6918 -0.2975 23.4538
O 20.4078 -6.7783 16.5589
C 20.4694 -6.0903 15.5989
N 21.4985 -5.1576 15.4252
C 19.4240 -6.1208 14.5036
H 21.5416 -4.6684 14.5625
H 22.3083 -5.2150 16.0078
H 18.8528 -5.1963 14.4946
H 18.7881 -7.0246 14.6239
H 19.8489 -6.1296 13.4955
O 20.5540 -2.7927 13.3252
C 19.8145 -2.1599 14.1042
N 19.6629 -2.5922 15.3750
C 19.1119 -0.8584 13.7303
H 18.7470 -2.7143 15.7863
H 20.1306 -3.4898 15.5701
H 18.9061 -0.8882 12.6542
H 19.8535 -0.0692 13.8255
H 18.1725 -0.6304 14.2756
O 16.3998 -8.6981 18.3334
C 17.3968 -8.0910 18.0167
N 18.5528 -8.7884 17.7180
C 17.4887 -6.5834 18.0062
H 18.4790 -9.8122 17.6436
H 19.2154 -8.3268 17.1144
H 18.3803 -6.3127 17.5158
H 17.5155 -6.1770 18.9861
H 16.5540 -6.2297 17.5753
O 14.7964 -4.7801 12.0116
C 15.7327 -5.5099 11.8240
N 15.5163 -6.7635 11.3178
C 17.1687 -5.0872 12.0436
H 14.6126 -7.1675 11.1978
H 16.1683 -7.5065 11.2782
H 17.7647 -5.7584 12.6013
H 17.0807 -4.1347 12.5796
H 17.6130 -4.7922 11.0654
O 10.9704 -5.4617 13.9340
C 11.2598 -6.6557 13.8986
N 10.3026 -7.6264 14.0979
C 12.6433 -7.0317 13.5831
H 10.5395 -8.5548 14.4303
H 9.4423 -7.2621 14.4276
H 13.0139 -6.3255 12.8231
H 12.7877 -8.0168 13.2405
H 13.1805 -6.8952 14.4936
O 12.0360 -0.1115 20.6870
C 12.0482 -0.0464 19.4282
N 13.1095 0.1301 18.5700
C 10.7402 -0.2479 18.6422
H 14.0957 0.1955 18.8012
H 12.8568 -0.1542 17.6089
H 10.6844 -1.3301 18.3728
H 10.8038 0.2881 17.7264
H 9.8612 -0.0187 19.2087
O 16.9235 2.2176 15.4209
C 16.2792 1.2119 15.5962
N 15.0536 1.0291 15.0793
C 16.7149 0.2082 16.6071
H 14.6559 0.0944 15.0821
H 14.8435 1.5737 14.2488
H 16.2633 -0.7670 16.3105
H 16.2887 0.5316 17.5386
H 17.7905 0.2124 16.7013
*
```

Löwdin population analysis, charges in e, atoms 1 to 2: O 0.00; C -0.57

(2)
Density functional theory data (ωB97M-V/def2-TZVPD) for a molecular structure, C8H12S.

Properties
ΔE to the lowest compared entry with this formula, charge and spin, kcal/mol: 90.4
HOMO level, eV: -8.54

Structure (ORCA input):
```
! wB97M-V def2-TZVPD RIJCOSX def2/J DEFGRID3
* xyz 0 1
C -0.3136 0.7198 -1.5440
C -0.7769 0.2164 -0.4817
C 1.0322 0.5026 -1.0354
C -1.1002 -0.3862 0.7865
C 1.8250 -0.5960 -1.6743
C 1.7850 1.7239 -0.6070
C -1.7550 -1.7555 0.6925
C -1.7871 0.5395 1.7776
S 0.7160 -0.4987 1.0874
H 2.7292 -0.7955 -1.1049
H 2.0988 -0.2815 -2.6827
H 1.2420 -1.5099 -1.7500
H 1.1323 2.4270 -0.0924
H 2.1737 2.2101 -1.5043
H 2.6169 1.4646 0.0451
H -1.7423 -2.2351 1.6693
H -1.2202 -2.3886 -0.0132
H -2.7874 -1.6529 0.3607
H -1.7731 0.0881 2.7671
H -2.8216 0.7099 1.4800
H -1.2736 1.4978 1.8238
*
```

Löwdin population analysis, charges in e, atoms 1 to 2: C 0.04; C -0.12

(3)
Density functional theory data (ωB97M-V/def2-TZVPD) for a gas-phase ion, CH4IN2O (charge +1).

Properties
ΔE to the lowest compared entry with this formula, charge and spin, kcal/mol: 20.3
Expectation value of S²: 2.01
HOMO level (spin up / spin down), eV: -10.91 / -15.03

Structure (ORCA input):
```
! wB97M-V def2-TZVPD RIJCOSX def2/J DEFGRID3
* xyz 1 3
C -0.0611 0.4421 -0.6716
N -1.0957 -0.3974 -0.8382
N 0.6333 0.5579 0.4733
O 1.8190 1.3200 0.3720
I 0.6114 1.5132 -2.3970
H -1.3607 -1.1492 -0.2041
H -1.4768 -0.6609 -1.7300
H 0.0893 0.5182 1.3359
H 2.6859 0.9640 0.5582
*
```

Löwdin population analysis, charges in e, atoms 1 to 2: C -0.72; N 0.11

(4)
Density functional theory data (ωB97M-V/def2-TZVPD) for a gas-phase ion, C5H12NO (charge -1).

Properties
ΔE to the lowest compared entry with this formula, charge and spin, kcal/mol: 32.7
SMILES: CC(C)[C@H](N)C[O-]
HOMO level, eV: -2.29

Structure (ORCA input):
```
! wB97M-V def2-TZVPD RIJCOSX def2/J DEFGRID3
* xyz -1 1
C -1.4142 -0.4583 -0.9876
O -2.2179 -0.1042 -0.0416
C 0.0655 0.1440 -0.8573
C 0.9588 -0.5210 0.1945
C 0.0895 -0.6331 1.4534
C 2.3644 0.0631 0.4983
N -0.2067 1.4964 -0.4795
H -1.2436 -1.5631 -1.0965
H -1.7229 0.0214 -1.9625
H 0.6570 0.0613 -1.8586
H 1.1018 -1.6271 -0.1500
H -0.0077 -1.7049 1.6622
H 0.6610 -0.2272 2.2321
H -0.9116 -0.2549 1.2015
H 2.5303 1.1147 0.1688
H 3.1257 -0.5773 -0.0248
H 2.4489 0.0534 1.5720
H 0.6346 2.0711 -0.4122
H -0.4669 1.4230 0.5496
*
```

Löwdin population analysis, charges in e, atoms 1 to 2: C -0.53; O -0.32

(5)
Density functional theory data (ωB97M-V/def2-TZVPD) for a molecular structure, C18H16N2O4PtS2Te.

Properties
ΔE to the lowest compared entry with this formula, charge and spin, kcal/mol: 0.0
Expectation value of S²: 2.05
HOMO level (spin up / spin down), eV: 1.52 / -0.92

Structure (ORCA input):
```
! wB97M-V def2-TZVPD RIJCOSX def2/J DEFGRID3
* xyz -2 3
Pt 0.5261 -1.0854 -0.1560
O -4.9012 -0.6885 -0.1851
C -4.6719 -2.0122 -0.0985
C -5.7677 -2.8623 -0.1488
C -5.6144 -4.2454 -0.0813
C -4.3420 -4.7875 0.0564
C -3.2407 -3.9523 0.1260
C -3.3641 -2.5547 0.0415
C -2.1601 -1.7356 0.0674
O -1.0199 -2.3081 0.3429
N -2.2791 -0.4395 -0.2020
N -1.1041 0.2208 -0.2843
C -1.1657 1.5350 -0.2648
S -2.7825 2.3126 -0.1957
C -2.1095 4.0115 -0.0459
C -0.6679 3.9240 0.4026
S 0.1334 2.6469 -0.6334
H -3.9981 -0.2547 -0.2203
H -6.7519 -2.4180 -0.2453
H -6.4874 -4.8868 -0.1350
H -4.2135 -5.8632 0.1104
H -2.2425 -4.3562 0.2315
H -2.7407 4.5540 0.6619
H -2.1758 4.4755 -1.0298
H -0.5922 3.6103 1.4448
H -0.1391 4.8686 0.2616
C 4.1414 0.7836 2.6806
C 3.1718 0.8772 1.5056
O 1.9898 0.9804 1.7625
C 3.7490 0.8629 0.1625
C 5.1142 1.1647 0.0206
C 5.7475 1.2386 -1.1967
C 5.0192 0.9856 -2.3600
C 3.6898 0.6637 -2.2765
C 2.9873 0.5809 -1.0421
O 1.7384 0.2596 -1.1520
H 3.5669 0.5558 3.5750
H 4.6544 1.7389 2.8252
H 4.8808 0.0003 2.5108
H 5.6870 1.4082 0.9077
H 6.7971 1.5036 -1.2575
H 5.5022 1.0481 -3.3294
H 3.1104 0.4667 -3.1702
Te 2.3253 -2.8275 0.0133
*
```

Löwdin population analysis, charges in e, atoms 1 to 2: Pt 0.65; O 0.01

(6)
Density functional theory data (ωB97M-V/def2-TZVPD) for a single C5H7N3O3S3 molecule.

Properties
SMILES: O=c1[nH]c(=O)n(CC(S)(S)S)c(=O)[nH]1
HOMO level, eV: -9.25

Structure (ORCA input):
```
! wB97M-V def2-TZVPD RIJCOSX def2/J DEFGRID3
* xyz 0 1
C 1.8129 2.2505 0.9633
C 1.1086 -0.0849 1.3194
C 1.1425 0.8073 -0.9843
C -0.0117 -1.3358 -0.4053
C -1.8142 -0.9784 -0.5974
N 1.5736 1.1200 1.7283
N 1.6473 1.9797 -0.3787
N 0.8434 -0.2525 -0.0097
O 2.2183 3.3122 1.3531
O 0.9833 -0.9726 2.1496
O 1.0197 0.7032 -2.1758
S -1.9961 0.4604 -1.7696
S -2.6361 -2.4909 -1.0502
S -2.3555 -0.6361 1.0942
H 0.3025 -1.6808 -1.3838
H -0.2349 -2.1556 0.3013
H 2.0215 1.0157 2.6926
H 1.8502 2.7474 -1.0005
H -3.0976 0.8439 -1.1143
H -1.9859 -2.8660 -2.2711
H -2.3919 -1.7867 1.5390
*
```

Löwdin population analysis, charges in e, atoms 1 to 2: C -0.50; C -0.52

no.,E_tot (eV)
1,-85400.691
2,-19321.729
3,-14217.225
4,-8915.645
5,-62306.179
6,-48417.545